Below is 11 unconnected molecules or ions with the total composition C51H66O27 at a distorted geometry, with properties calculated with ωB97M-V with the def2-TZVPD basis set.

Values from the calculation:
Frontier orbital gap in eV: 8.20
Net charge: 0
Calculated total energy in hartree: -4014.37246
SMILES: Oc1ccc(O)cc1.Oc1ccc(O)cc1.Oc1ccc(O)cc1.Oc1ccc(O)cc1.Oc1ccc(O)cc1.Oc1ccc(O)cc1.COC(=O)OC.COC(=O)OC.COC(=O)OC.COC(=O)OC.COC(=O)OC
Highest occupied orbital energy in eV: -7.804

Positions of all 144 atoms, in Å:
O1 -1.57 3.27 1.12
C1 -2.76 2.60 1.21
C2 -3.12 1.96 2.36
C3 -4.23 1.14 2.27
C4 -5.03 1.07 1.19
O2 -6.21 0.35 1.29
C5 -4.80 1.87 0.03
C6 -3.59 2.56 0.04
H1 -1.36 3.43 0.19
H2 -2.54 2.00 3.26
H3 -4.41 0.51 3.13
H4 -6.10 -0.17 2.13
H5 -5.48 1.78 -0.82
H6 -3.22 3.16 -0.81
O3 0.68 -0.56 -3.12
C7 1.06 -1.87 -3.17
C8 0.81 -2.73 -2.13
C9 1.38 -3.97 -2.14
C10 2.00 -4.49 -3.32
O4 2.47 -5.76 -3.26
C11 2.18 -3.61 -4.40
C12 1.76 -2.29 -4.36
H7 -0.06 -0.61 -2.43
H8 0.48 -2.36 -1.15
H9 1.45 -4.74 -1.32
H10 2.95 -5.92 -4.09
H11 2.72 -3.99 -5.24
H12 1.71 -1.65 -5.22
O5 4.83 1.61 0.57
C13 4.91 1.18 -0.75
C14 3.82 1.44 -1.57
C15 3.88 0.95 -2.87
C16 5.01 0.22 -3.31
O6 4.96 -0.29 -4.61
C17 6.01 -0.09 -2.46
C18 6.00 0.41 -1.16
H13 4.16 2.25 0.65
H14 3.10 2.11 -1.16
H15 3.04 1.16 -3.56
H16 5.90 -0.56 -4.81
H17 6.93 -0.55 -2.74
H18 6.75 0.19 -0.53
O7 3.61 2.01 5.77
C19 2.60 2.74 5.14
C20 2.44 4.09 5.42
C21 1.43 4.80 4.78
C22 0.59 4.17 3.87
O8 -0.46 4.94 3.38
C23 0.82 2.81 3.53
C24 1.77 2.11 4.19
H19 4.33 2.66 5.85
H20 3.12 4.54 6.10
H21 1.22 5.81 5.13
H22 -0.74 4.51 2.57
H23 0.25 2.34 2.81
H24 1.87 1.07 3.96
O9 -2.15 -5.28 -3.46
C25 -2.60 -5.36 -2.15
C26 -1.73 -5.50 -1.03
C27 -2.33 -5.58 0.25
C28 -3.71 -5.71 0.41
O10 -4.26 -5.91 1.63
C29 -4.50 -5.66 -0.70
C30 -3.92 -5.61 -1.99
H25 -1.47 -4.57 -3.48
H26 -0.72 -5.52 -1.14
H27 -1.67 -5.53 1.12
H28 -3.62 -5.65 2.37
H29 -5.55 -5.58 -0.68
H30 -4.56 -5.58 -2.88
O11 4.06 3.90 2.25
C31 4.71 5.08 1.99
C32 4.56 5.49 0.67
C33 5.25 6.63 0.22
C34 6.03 7.32 1.12
O12 6.77 8.36 0.60
C35 6.17 6.91 2.48
C36 5.51 5.73 2.93
H31 3.52 3.98 3.04
H32 4.00 4.97 -0.08
H33 5.19 6.94 -0.80
H34 7.58 8.51 1.10
H35 6.75 7.45 3.17
H36 5.70 5.50 3.96
C37 -7.21 -4.40 4.67
O13 -6.94 -3.17 4.01
C38 -5.68 -2.73 3.70
O14 -5.64 -1.62 3.25
O15 -4.72 -3.57 3.99
C39 -3.39 -3.25 3.65
H37 -6.64 -4.35 5.62
H38 -6.89 -5.28 4.08
H39 -8.28 -4.43 4.85
H40 -3.25 -2.24 3.90
H41 -3.17 -3.51 2.67
H42 -2.70 -3.75 4.33
C40 -4.53 -1.62 -3.54
O16 -4.06 -2.28 -4.69
C41 -2.81 -2.55 -4.67
O17 -2.03 -2.37 -3.75
O18 -2.49 -3.03 -5.84
C42 -1.23 -3.49 -6.02
H43 -3.85 -0.77 -3.35
H44 -4.51 -2.32 -2.72
H45 -5.59 -1.35 -3.74
H46 -1.27 -4.57 -6.30
H47 -0.56 -3.27 -5.17
H48 -0.87 -2.89 -6.85
C43 -2.82 -1.89 0.05
O19 -1.74 -1.23 0.82
C44 -1.12 -0.27 0.13
O20 -1.44 0.09 -0.98
O21 -0.04 0.08 0.84
C45 0.95 0.89 0.18
H49 -3.72 -1.31 0.20
H50 -2.96 -2.87 0.41
H51 -2.63 -1.87 -1.03
H52 1.55 0.34 -0.57
H53 1.55 1.26 1.01
H54 0.48 1.72 -0.28
C46 0.41 -2.17 3.36
O22 1.01 -2.60 2.12
C47 1.99 -1.76 1.82
O23 2.37 -0.86 2.55
O24 2.44 -2.05 0.60
C48 3.57 -1.34 0.13
H55 -0.42 -1.50 3.06
H56 1.23 -1.76 4.05
H57 0.10 -3.18 3.82
H58 3.81 -0.41 0.70
H59 3.28 -1.16 -0.97
H60 4.42 -2.06 0.08
C49 -1.05 2.12 -3.39
O25 -0.83 3.55 -3.77
C50 -0.61 4.23 -2.64
O26 -0.64 3.68 -1.55
O27 -0.37 5.47 -2.98
C51 0.10 6.14 -1.80
H61 -1.95 2.01 -2.81
H62 -0.28 1.63 -2.80
H63 -1.26 1.60 -4.39
H64 0.06 7.22 -2.06
H65 1.13 5.79 -1.40
H66 -0.54 5.92 -0.96

Results of the Löwdin charge analysis, in e, for atoms 1 through 2:
1. O 0.013
2. C -0.310